Record 1
79
Properties=species:S:1:pos:R:3:forces:R:3:lowdin_charge:R:1 method="wB97M-V/def2-TZVPD" e_lumo_ev=-5.96 charge=+1 homo_energy_ev=-10.2 orbital_gap_ev=4.3 fmax_ev_per_a=1.5 de_lowest_kj_mol=0.0
C 0.07606 3.31016 -3.03164 0.055 0.391 0.140 -0.088
C -0.30133 2.65907 -1.87712 0.052 0.213 -0.036 -0.074
C -0.48206 1.29331 -1.88818 -0.084 -0.297 0.019 -0.019
C -0.27217 0.54697 -3.04034 -0.003 -0.309 0.344 -0.188
C -0.45101 -0.98056 -3.05485 -0.015 -0.197 -0.039 -0.230
C -0.84682 -1.45763 -1.65080 -0.222 0.086 -0.296 -0.164
C -2.15681 -1.80237 -1.34293 0.166 0.072 -0.286 -0.004
C -2.52576 -2.11538 -0.04993 -0.152 -0.042 0.172 -0.065
C -1.59360 -2.07153 0.96412 -0.296 -0.125 0.310 -0.112
C -0.28803 -1.73834 0.67805 0.227 0.119 -0.020 -0.079
C 0.07721 -1.44111 -0.61719 0.166 -0.095 0.035 -0.048
C -1.56141 -1.35529 -4.05353 0.072 0.315 0.108 -0.182
C -2.42812 -0.40247 -4.57600 0.158 0.093 0.181 -0.029
C -3.43115 -0.75056 -5.45816 -0.152 0.014 -0.069 -0.069
C -3.60308 -2.06899 -5.82146 -0.241 -0.015 -0.271 -0.088
C -2.77452 -3.03474 -5.29087 0.061 -0.222 0.039 -0.069
C -1.77082 -2.67894 -4.41131 0.180 -0.057 -0.010 -0.039
C 0.90691 -1.66223 -3.50486 0.340 -0.448 -0.131 -0.235
C 2.18593 -0.86881 -3.14190 0.007 -0.061 0.193 -0.139
C 3.27243 -1.92638 -2.87901 0.055 0.076 -0.186 -0.160
C 2.51526 -3.21008 -2.50785 -0.342 -0.064 0.084 -0.197
N 1.10096 -3.02576 -2.92049 0.219 0.254 -0.595 -0.013
C 0.11883 1.21881 -4.19022 0.071 -0.064 -0.027 -0.053
C 0.28701 2.58881 -4.18848 0.063 -0.047 -0.240 -0.063
H 0.20974 4.37913 -3.02757 0.036 0.201 -0.040 0.100
H -0.44680 3.21114 -0.96246 -0.083 0.107 0.138 0.080
H -0.78678 0.79839 -0.98348 -0.089 -0.009 0.155 0.104
H -2.89690 -1.82721 -2.12323 -0.163 -0.001 -0.107 0.116
H -3.54421 -2.39372 0.16799 -0.179 -0.028 -0.006 0.105
H -1.88174 -2.30429 1.97601 -0.054 -0.139 0.159 0.080
H 0.44573 -1.70140 1.46639 0.208 -0.044 0.156 0.099
H 1.09686 -1.17742 -0.82296 0.246 0.038 0.023 0.105
H -2.32223 0.62745 -4.28491 -0.030 0.188 -0.004 0.111
H -4.08331 0.00702 -5.86188 -0.081 0.141 -0.028 0.106
H -4.37956 -2.34265 -6.51811 -0.110 -0.047 -0.075 0.104
H -2.91616 -4.06945 -5.56122 0.020 -0.142 -0.003 0.106
H -1.15233 -3.44181 -3.97599 0.115 -0.252 0.095 0.104
H 0.87916 -1.76080 -4.59966 -0.143 0.165 0.156 0.148
H 2.47198 -0.16916 -3.93784 -0.103 -0.247 0.196 0.115
H 2.00556 -0.25258 -2.25689 0.127 -0.053 -0.110 0.099
H 3.86857 -2.08272 -3.78719 -0.150 -0.006 0.165 0.108
H 3.97124 -1.61698 -2.09093 -0.172 -0.059 -0.187 0.107
H 2.96537 -4.09018 -2.98333 -0.158 0.145 0.048 0.110
H 2.52978 -3.39749 -1.42891 0.116 0.103 -0.014 0.097
H 0.82219 -3.74675 -3.58730 0.215 0.406 0.291 0.101
H 0.28564 0.65855 -5.09482 0.015 -0.090 -0.241 0.129
H 0.58388 3.09869 -5.09107 0.043 0.036 -0.142 0.108
C 0.42000 1.14859 4.12678 -0.613 -0.391 0.541 0.072
C -0.48538 0.16318 4.68404 0.285 0.269 -0.264 -0.124
C -1.59358 -0.30090 3.95859 0.054 0.313 -0.231 -0.016
C -2.48827 -1.18127 4.51781 -0.140 -0.035 -0.147 -0.046
C -2.29525 -1.63930 5.80911 -0.073 -0.071 0.011 -0.025
C -1.19917 -1.21610 6.53837 0.117 -0.060 0.244 -0.040
C -0.30939 -0.32548 5.98874 0.325 0.205 0.031 -0.002
C 1.80797 1.32271 4.46431 0.827 0.099 0.251 -0.098
C 2.30311 2.46950 3.79941 1.196 -0.389 0.704 -0.083
C 3.62458 2.86421 3.96651 -1.235 0.127 -0.602 0.025
C 4.44612 2.12660 4.79888 -0.016 -0.560 0.408 -0.018
C 3.97103 0.98441 5.43883 0.521 0.201 0.065 -0.039
C 2.67126 0.56470 5.26577 -0.704 -0.023 -0.445 0.021
C 1.20887 3.03847 3.02861 -0.931 0.812 -0.835 -0.082
C 0.06973 2.22341 3.23195 -0.206 0.510 -0.679 -0.090
C -1.15611 2.60459 2.67045 0.361 -0.438 0.560 0.033
C -1.22323 3.75391 1.91366 0.021 0.406 -0.298 -0.046
C -0.09576 4.54433 1.71068 -0.660 -0.166 -0.069 -0.029
C 1.12220 4.19721 2.26355 0.723 -0.982 0.845 0.028
H -1.71409 0.01231 2.93733 -0.067 -0.046 -0.232 0.100
H -3.34331 -1.51393 3.95077 -0.045 -0.055 -0.108 0.120
H -3.00110 -2.32429 6.24836 -0.106 -0.119 0.063 0.121
H -1.04448 -1.58040 7.54213 -0.005 0.035 0.101 0.120
H 0.49795 0.05994 6.58472 0.108 0.033 0.177 0.112
H 3.99641 3.72323 3.43830 0.154 0.237 -0.054 0.121
H 5.46987 2.42972 4.94297 0.155 0.028 0.021 0.121
H 4.63339 0.41216 6.06887 0.079 -0.052 0.030 0.117
H 2.33158 -0.35855 5.69897 0.034 -0.177 0.166 0.115
H -2.04512 2.03669 2.87314 -0.231 -0.051 -0.044 0.113
H -2.16792 4.05468 1.48995 -0.090 0.035 -0.055 0.119
H -0.18061 5.45459 1.13968 -0.020 0.103 -0.118 0.122
H 1.98910 4.81936 2.13313 0.170 0.195 -0.077 0.122

---

Record 2
91
Properties=species:S:1:pos:R:3:forces:R:3:mulliken_spin:R:1 method="wB97M-V/def2-TZVPD" e_lumo_ev="-2.81 / -3.70" charge=+1 homo_energy_ev="-10.2 / -10.1" orbital_gap_ev="7.3 / 6.4" multiplicity=3 fmax_ev_per_a=3.5 s_squared=2.006 de_lowest_kj_mol=128.1
Pd 0.15358 -0.09268 0.41006 0.277 -0.451 -0.121 1.352
C 4.24815 -3.54266 1.60674 0.471 1.538 -0.720 0.001
C 3.73334 -2.26295 0.93942 0.480 -1.377 0.681 -0.003
C 4.36847 -1.14392 0.41176 0.956 -0.092 0.514 0.010
C 3.34164 -0.28453 0.05484 -1.155 0.201 0.322 -0.018
N 2.17220 -0.85898 0.30568 -0.446 -0.517 0.140 0.094
N 2.41796 -2.08480 0.85963 -1.275 0.779 -0.240 0.010
B 1.21215 -2.88930 1.50247 0.460 1.105 0.388 -0.051
N 0.65138 -1.99373 2.66888 -0.997 0.235 1.515 -0.026
N 0.46590 -0.65333 2.50916 0.052 -0.541 -0.137 0.187
C 0.06948 -0.11244 3.66529 0.267 -2.011 0.444 0.033
C -0.03710 -1.15038 4.62596 -0.526 0.024 -0.202 0.006
C 0.27669 -2.34390 3.96022 0.376 1.563 -1.617 0.001
C 0.14168 -3.72392 4.47166 1.390 -0.514 0.808 0.001
C -0.01859 1.32982 3.78916 1.160 -0.208 -0.144 -0.038
C 0.72683 2.04526 2.84828 0.018 0.392 0.391 0.023
C 0.75092 3.40581 2.99407 0.488 0.989 -0.307 0.005
C 0.04891 4.07505 4.01132 0.634 -0.367 -0.425 -0.002
C -0.55987 3.34796 5.02701 0.391 0.769 -1.356 0.003
C -0.54420 1.97713 4.89244 -0.527 -0.726 1.045 -0.004
N 0.10602 -3.14775 0.49498 -0.387 -0.433 -0.506 0.006
N -0.63537 -2.12339 -0.04928 0.846 0.485 1.488 0.174
C -1.56608 -2.65690 -0.79970 -1.454 0.374 -2.116 -0.004
C -1.33327 -4.03261 -0.91347 -1.585 -0.138 0.170 0.013
C -0.35921 -4.33045 0.01918 -0.451 0.835 -1.044 -0.005
C -0.09264 -5.73423 0.36708 1.422 -0.886 -0.003 0.001
C -2.74985 -1.86145 -1.40347 1.656 0.003 0.052 -0.001
C -3.42922 -0.96733 -0.59064 -0.433 -1.398 -0.513 -0.010
C -4.57214 -0.32665 -1.07397 -0.259 1.345 0.612 -0.003
C -5.02344 -0.44074 -2.37681 1.182 -1.387 -0.801 -0.001
C -4.24212 -1.27618 -3.23600 -1.423 0.755 0.993 0.000
C -3.15079 -1.95425 -2.73980 0.605 -1.491 -1.152 0.001
C 3.40501 1.02749 -0.58521 1.823 2.353 -1.906 0.011
C 4.11030 1.02283 -1.81450 0.435 -0.139 0.618 0.003
C 4.53448 2.18541 -2.44348 -1.006 -0.986 -0.015 0.001
C 4.07240 3.37435 -1.98624 0.217 1.220 -0.627 0.000
C 3.39393 3.48448 -0.80113 -0.559 1.757 0.369 0.004
C 3.13443 2.35414 -0.09142 -0.155 -3.107 0.758 0.023
H 5.31121 -3.36627 1.77971 -0.155 -0.187 0.650 0.000
H 4.22441 -4.38489 0.94408 -0.293 -0.441 -0.550 0.000
H 3.63984 -3.78254 2.47652 0.499 0.124 0.165 0.000
H 5.42934 -0.87795 0.41647 -0.512 -0.423 -0.118 0.001
H 1.61533 -3.86960 2.00870 -0.024 -0.547 -0.164 0.000
H -0.39852 -1.02627 5.65433 0.369 -0.245 -0.569 0.002
H 0.65326 -4.55422 3.93724 -0.342 0.905 0.026 0.000
H -0.89423 -3.96807 4.59650 -0.619 -0.213 -0.025 0.001
H 0.58872 -3.68657 5.47814 -0.252 -0.341 -0.174 0.000
H 1.42033 1.57583 2.13571 -0.682 0.001 0.355 -0.007
H 1.45464 3.93583 2.34507 -0.532 0.259 0.145 0.000
H 0.12240 5.14468 4.04741 -0.087 0.349 0.124 0.000
H -0.99636 3.89958 5.84198 -0.100 -0.319 0.348 0.000
H -0.86264 1.39409 5.75164 -0.354 -0.186 -0.290 0.000
H -2.00397 -4.73571 -1.43105 0.596 0.400 0.397 0.002
H 0.82601 -6.16717 -0.08826 -0.093 0.624 0.682 0.000
H -0.83707 -6.29276 -0.16393 -0.698 -0.387 0.097 0.000
H -0.15063 -5.96814 1.43588 0.162 0.120 -0.251 0.000
H -3.15733 -1.07120 0.44028 -0.156 0.805 0.524 0.003
H -5.09543 0.37691 -0.42328 -0.046 -0.419 0.111 0.000
H -5.98502 -0.05278 -2.72301 0.497 0.184 0.218 0.000
H -4.60880 -1.47076 -4.23427 0.228 0.039 -0.123 0.000
H -2.69507 -2.69163 -3.45162 -0.050 0.816 0.935 0.000
H 4.46889 0.09559 -2.22294 -0.141 -0.462 -0.030 0.000
H 5.08961 2.19689 -3.35431 0.380 -0.406 -0.415 0.000
H 4.28541 4.21543 -2.61532 0.048 0.676 0.140 0.000
H 3.09087 4.50020 -0.42468 0.387 -1.257 -0.289 0.000
H 2.83243 2.38656 0.92934 -0.577 0.376 0.582 -0.001
N -1.99372 1.60299 -2.91069 -0.145 0.047 -0.751 0.005
C -1.37809 1.63286 -4.21842 -0.153 -0.763 2.022 0.002
C -1.91987 2.26476 -5.30499 -0.455 1.083 0.082 0.000
C -1.11167 2.45957 -6.41047 -1.115 0.590 -1.262 0.001
C 0.12383 1.88384 -6.59573 0.005 -0.868 1.227 -0.001
C 0.62571 1.10361 -5.51783 -0.998 0.912 0.697 0.001
C -0.14165 1.03554 -4.30834 2.239 -0.670 -1.844 0.001
S 0.62618 0.07198 -2.98649 -0.879 0.493 -0.623 0.001
N -0.16843 0.77333 -1.67179 1.378 -0.801 0.750 0.101
C -1.27558 1.36652 -1.75066 -1.302 0.332 -2.909 -0.030
C -1.84637 1.89339 -0.55405 -0.708 0.335 2.748 0.043
C -2.42376 3.14246 -0.44042 -0.888 0.456 1.493 0.007
C -2.85681 3.56466 0.84936 -0.003 -0.012 0.768 0.003
C -2.77489 2.71972 1.95656 0.519 0.181 -0.424 -0.001
C -2.14323 1.49676 1.72288 -0.518 -1.097 0.814 0.011
N -1.68830 1.08627 0.53994 -0.177 1.334 0.011 0.060
H -2.99429 1.81131 -2.86217 0.742 -0.082 0.236 0.000
H -2.91838 2.73078 -5.28018 0.596 -0.271 0.158 0.000
H -1.50796 3.10194 -7.21538 0.158 -0.522 0.398 0.000
H 0.53027 2.05043 -7.58421 0.774 -0.306 0.331 0.000
H 1.60499 0.63071 -5.47288 -0.163 0.098 -0.460 0.000
H -2.60605 3.82411 -1.25388 0.343 -0.128 -0.366 0.001
H -3.22976 4.56624 1.11663 0.085 -0.387 -0.988 0.000
H -3.07488 3.03211 2.98696 0.243 -0.396 -1.180 0.001
H -2.04690 0.75875 2.54972 -0.004 0.641 -0.788 -0.003

---

Record 3
93
Properties=species:S:1:pos:R:3:forces:R:3:lowdin_charge:R:1 method="wB97M-V/def2-TZVPD" e_lumo_ev="4.04 / 4.04" charge=-2 homo_energy_ev="-0.6 / -0.7" orbital_gap_ev="4.6 / 4.7" fmax_ev_per_a=0.8 de_lowest_kj_mol=51.4
Bi -1.64115 -0.25274 1.56747 -0.350 0.643 -0.405 1.326
C -1.66691 3.44073 1.89455 0.016 0.030 -0.027 -0.131
C -0.38953 3.44489 2.43725 -0.025 -0.011 -0.004 -0.117
C 0.71506 3.27832 1.61198 -0.011 0.030 -0.008 -0.092
C 0.54348 3.12440 0.24388 -0.003 0.001 0.011 -0.092
C -0.73268 3.14369 -0.30569 -0.019 -0.016 0.048 -0.119
C -1.83826 3.29356 0.52137 0.003 0.031 -0.003 -0.140
H -2.53179 3.52597 2.54300 0.024 0.002 -0.014 0.099
H -0.25297 3.53738 3.50655 0.002 -0.047 -0.016 0.087
H 1.70704 3.23817 2.04488 -0.015 -0.031 -0.003 0.101
H 1.40143 2.95944 -0.39726 -0.022 -0.005 0.014 0.098
H -0.86256 3.00468 -1.37085 -0.020 -0.025 -0.013 0.080
H -2.83840 3.27065 0.10143 0.033 0.022 -0.006 0.091
C -2.88245 -4.02907 5.89411 -0.007 0.221 -0.055 -0.438
S -3.53809 -2.34654 5.81496 0.000 0.049 -0.063 0.753
C -2.78275 -1.72763 4.32437 0.261 -0.048 -0.120 -1.189
S -3.41496 -0.24660 3.73809 -0.035 -0.066 0.169 0.327
N -1.84457 -2.46171 3.81906 -0.016 -0.125 0.162 -0.081
N -1.30574 -2.09447 2.61907 -0.133 -0.410 -0.044 -0.314
C -0.49878 -2.98886 2.04124 -0.163 0.185 0.342 -0.137
C -0.08915 -2.76252 0.72203 0.057 0.184 -0.320 -0.318
C 0.66913 -3.69593 -0.01601 -0.062 -0.054 0.154 -0.075
C 0.88372 -3.44285 -1.34970 -0.092 0.143 -0.103 -0.119
C 0.35120 -2.30512 -1.95531 0.059 -0.063 0.098 -0.080
C -0.36456 -1.34657 -1.20706 -0.035 0.167 0.107 -0.415
N -0.52575 -1.59322 0.15418 0.237 -0.504 -0.079 -0.146
H -3.22062 -4.44744 6.84278 0.013 0.001 -0.014 0.014
H -1.79785 -3.99600 5.85065 0.024 -0.078 0.035 0.025
H -3.26489 -4.61778 5.06278 0.050 -0.049 0.006 0.025
H -0.22100 -3.86719 2.60627 0.018 -0.002 -0.047 0.121
H 1.03863 -4.58449 0.47960 0.015 0.045 -0.027 0.094
H 1.46114 -4.14058 -1.94743 -0.013 -0.006 -0.004 0.089
H 0.51088 -2.12993 -3.01222 0.032 0.001 -0.007 0.069
H -1.53779 0.42514 -1.08992 0.054 0.101 -0.083 -0.063
C -0.91147 -0.16755 -1.74946 -0.041 -0.179 0.068 -0.238
Ge -1.20631 0.00584 -3.59836 -0.014 0.030 0.042 0.940
C -2.26073 1.62253 -3.99652 -0.074 0.000 0.078 -0.265
C -3.05541 2.21926 -3.01620 0.013 -0.008 -0.003 -0.119
C -3.85332 3.32086 -3.30634 0.029 -0.014 -0.044 -0.096
C -3.87093 3.84357 -4.59288 0.016 -0.038 0.000 -0.115
C -3.08961 3.25937 -5.58327 -0.008 -0.006 0.048 -0.108
C -2.29514 2.15965 -5.28363 -0.012 0.039 0.020 -0.109
C -2.35165 -1.47600 -4.26403 0.157 -0.122 0.132 -0.238
C -1.95648 -2.58643 -5.00747 -0.022 0.084 -0.086 -0.110
C -2.79537 -3.68501 -5.16980 -0.019 -0.002 -0.050 -0.110
C -4.05090 -3.69602 -4.58384 -0.005 0.085 0.030 -0.116
C -4.46928 -2.59435 -3.84428 0.050 -0.019 -0.050 -0.097
C -3.62553 -1.50526 -3.68759 -0.016 -0.028 -0.090 -0.108
C 0.48285 0.27480 -4.60096 0.040 -0.088 0.117 -0.255
C 1.12559 -0.63036 -5.44315 -0.077 0.011 -0.044 -0.112
C 2.41173 -0.39105 -5.91617 0.030 0.055 -0.006 -0.107
C 3.08281 0.76728 -5.55347 -0.059 0.007 0.020 -0.115
C 2.45827 1.68641 -4.71708 -0.027 -0.038 -0.025 -0.098
C 1.17702 1.43592 -4.24712 0.032 -0.023 -0.065 -0.110
H -3.05094 1.81033 -2.00979 -0.010 0.037 -0.029 0.084
H -4.46141 3.77003 -2.52927 0.015 -0.010 -0.003 0.096
H -4.49392 4.69995 -4.82498 0.016 -0.005 0.006 0.089
H -3.10275 3.66121 -6.59002 0.006 0.001 -0.002 0.090
H -1.68938 1.71128 -6.06588 -0.001 0.021 0.019 0.098
H -0.97833 -2.60800 -5.47417 -0.076 -0.076 0.078 0.068
H -2.45993 -4.54106 -5.74469 0.016 0.007 0.013 0.091
H -4.69621 -4.55978 -4.68864 -0.006 -0.005 -0.011 0.089
H -5.44265 -2.59636 -3.36851 -0.008 0.006 -0.008 0.095
H -3.95589 -0.66481 -3.08438 0.016 -0.044 0.031 0.095
H 0.63057 -1.55152 -5.73011 0.084 0.080 0.018 0.071
H 2.89880 -1.12030 -6.55326 -0.017 -0.003 -0.012 0.091
H 4.09101 0.94768 -5.90737 -0.003 0.001 0.000 0.089
H 2.98086 2.58569 -4.41193 -0.012 0.003 -0.015 0.094
H 0.70985 2.14326 -3.56701 0.044 -0.025 -0.014 0.095
N 7.18199 2.33324 3.34646 0.055 -0.145 0.012 0.065
C 6.14401 1.40530 3.57584 0.017 -0.004 0.032 -0.341
C 5.54465 0.74205 2.50456 -0.008 0.006 -0.011 -0.045
C 4.56429 -0.20873 2.72902 0.021 0.048 0.015 -0.054
C 4.17710 -0.51425 4.02843 0.042 -0.094 0.030 -0.277
C 4.76368 0.14161 5.09834 -0.011 0.012 -0.043 -0.064
C 5.74545 1.09896 4.87269 -0.007 0.013 -0.010 -0.050
S 2.87047 -1.70194 4.28281 -0.139 0.213 -0.137 0.508
O 2.93143 -2.05466 5.68978 0.007 0.026 0.129 -0.398
O 3.11204 -2.75704 3.33040 0.039 -0.030 -0.029 -0.336
N 1.58648 -0.90749 3.85461 -0.176 -0.085 0.097 -0.131
C 0.89152 -0.11648 4.69169 0.145 0.135 0.258 -0.682
S 1.10839 -0.03094 6.48033 -0.059 -0.052 -0.282 0.959
C -0.15210 1.15426 6.55119 0.084 -0.039 0.112 -0.462
C -0.63466 1.38494 5.31310 0.056 -0.061 -0.132 -0.331
N -0.04527 0.70539 4.27778 0.038 -0.072 0.179 -0.022
H 7.14432 2.76168 2.43572 -0.043 0.063 -0.009 0.071
H 7.27446 3.02250 4.07480 -0.043 0.065 -0.004 0.070
H 5.85258 0.98250 1.49145 -0.021 -0.027 0.015 0.103
H 4.08127 -0.72120 1.90534 0.039 0.018 0.016 0.118
H 4.43709 -0.10415 6.10108 0.040 0.004 -0.021 0.100
H 6.20803 1.61453 5.70910 -0.012 -0.021 -0.010 0.100
H -0.48771 1.56530 7.49127 -0.012 0.000 -0.068 0.037
H -1.46391 2.04390 5.08578 0.017 -0.025 0.017 0.080